Entry 1:
Formula: C5H11N3O
Source: the Open Molecules 2025 dataset
Level of theory: wB97M-V/def2-TZVPD

Geometry (Å):
H1 1.5653 -2.4201 0.9333
N1 0.5610 -2.2993 0.8059
C1 0.3587 -1.4217 -0.1043
N2 -0.8859 -1.0722 -0.5012
C2 -1.2361 0.1206 -0.0587
C3 -2.3029 0.8338 -0.8520
C4 -0.9766 0.6847 1.3193
N3 1.3266 -0.4754 -0.5707
C5 2.3954 0.1417 0.1757
O1 1.2552 -0.0731 -1.9175
H2 -3.2751 0.6336 -0.3929
H3 -2.1273 1.9120 -0.8432
H4 -2.3408 0.4713 -1.8811
H5 -0.3655 0.0358 1.9454
H6 -1.9339 0.8292 1.8292
H7 -0.4935 1.6612 1.2319
H8 3.3416 0.0493 -0.3660
H9 2.5298 -0.3013 1.1640
H10 2.1664 1.2025 0.3124
H11 0.4380 -0.5125 -2.2295

Values from the calculation:
Energy relative to the best compared isomer or geometry (same formula, charge and spin), kcal per mole: 89.07
HOMO energy, eV: -8.07
Lowest unoccupied orbital energy, eV: 0.51
HOMO-LUMO gap, eV: 8.5788
SMILES: [H]/N=C(/N=C(C)C)N(C)O
E, eV: -11877.9084
2S+1: 1

Entry 2:
Formula: C4H10BrPS
Source: the Open Molecules 2025 dataset
Level of theory: wB97M-V/def2-TZVPD

Geometry (Å):
C1 2.3112 -0.5228 -0.3082
C2 1.3673 -0.4839 0.8435
C3 -0.0712 0.0024 0.6251
C4 0.0126 1.4460 0.1262
S1 -0.7492 2.6845 0.7015
H1 3.0400 -1.3150 -0.0904
H2 1.8398 -0.9054 -1.2159
H3 2.8261 0.3709 -0.6530
H4 1.8942 0.0919 1.6323
H5 1.3375 -1.4971 1.3282
H6 -0.7394 -0.1382 1.5326
H7 -0.4313 -0.6761 -0.3203
H8 0.6822 1.5512 -0.7299
P1 -3.3271 0.5551 -0.9629
Br1 -3.5554 -0.8764 0.7009
H9 -4.3785 -0.0304 -1.7684
H10 -2.0587 -0.2567 -1.4411

Values from the calculation:
Energy relative to the best compared isomer or geometry (same formula, charge and spin), kcal per mole: 50.88
HOMO energy, eV: -8.61
Lowest unoccupied orbital energy, eV: -0.01
HOMO-LUMO gap, eV: 8.6059
SMILES: CCCC=S.PBr
E, eV: -94475.0746
2S+1: 1